1.
The following is a DFT calculation (ωB97M-V with the def2-TZVPD basis set) of 2 unconnected molecules or ions with the total composition C7H11PS.

Geometry (Å):
1 C -1.4613 -0.8942 0.6696
2 C -0.2458 -0.5528 1.5521
3 C 0.4657 -0.8222 -0.6949
4 C -0.9469 1.0840 -0.7582
5 C -1.0149 -0.4526 -0.7299
6 C 0.7659 0.0412 0.5373
7 C 0.2293 1.3555 0.1106
8 P 2.8322 1.3771 -1.7338
9 S 4.1361 0.4218 -0.6926
10 H -1.6573 -1.9671 0.6767
11 H -2.3687 -0.3849 0.9915
12 H -0.4840 0.1585 2.3411
13 H 0.1803 -1.4442 2.0115
14 H 0.6498 -1.8814 -0.5321
15 H 1.0039 -0.4875 -1.5846
16 H -0.7947 1.4435 -1.7809
17 H -1.8584 1.5621 -0.3884
18 H -1.6071 -0.8819 -1.5368
19 H 1.7901 0.0461 0.9067
20 H 0.3858 2.2789 0.6351

Values from the calculation:
charge	0
total energy	-1012.7723	Ha
LUMO (spin up / spin down)	-1.03 / -1.33	eV
E_HOMO (spin up / spin down)	-0.2729 / -0.2680	Ha
HOMO-LUMO gap (spin up / spin down)	6.396 / 5.960	eV
spin multiplicity	1


2.
The following is a DFT calculation (ωB97M-V with the def2-TZVPD basis set) of a molecular structure, C35H36BCrF6N6S.

Geometry (Å):
1 Cr 0.0704 0.4259 -0.6875
2 C -2.1732 -0.4619 -3.2599
3 N -2.1606 0.4536 -2.1070
4 C -2.8978 0.0362 0.2634
5 C -1.9711 1.8008 -2.6737
6 C -0.4973 2.0350 -3.0123
7 N 0.2122 2.0500 -1.7450
8 C 0.6517 3.2198 -1.2194
9 C 0.5627 3.4147 0.1750
10 F -0.1534 2.4938 0.8737
11 C 1.0910 4.4941 0.8340
12 F 0.9645 4.5779 2.1664
13 C 1.7204 5.5110 0.1420
14 C 1.7795 5.3829 -1.2332
15 F 2.3878 6.3406 -1.9477
16 C 1.2556 4.2958 -1.9005
17 F 1.4250 4.2367 -3.2386
18 H -2.0971 -1.4924 -2.9502
19 H -1.3121 -0.2486 -3.8844
20 H -3.0775 -0.3254 -3.8657
21 H -3.8096 -0.0631 0.8560
22 H -2.3781 0.9352 0.6118
23 H -2.3539 -1.5607 1.5392
24 H -2.2371 2.5655 -1.9492
25 H -2.5898 1.9457 -3.5723
26 H -0.4249 2.9688 -3.5683
27 H -0.0997 1.2274 -3.6284
28 H 2.1359 6.3697 0.6461
29 C -2.4458 -2.4210 4.9759
30 C -1.2543 -3.2372 4.5474
31 C -1.0008 -4.4783 5.1122
32 C 0.0904 -5.2428 4.7244
33 C 0.9306 -4.7695 3.7312
34 C 0.6983 -3.5342 3.1477
35 C -0.3791 -2.7553 3.5634
36 N -0.6142 -1.4806 3.0274
37 C 0.0192 -0.9342 1.9005
38 N 1.3009 -0.6190 2.1358
39 C 2.2250 0.1254 1.3777
40 C 1.9305 0.5462 0.0779
41 C 2.9508 1.2339 -0.5909
42 C 4.1560 1.5410 0.0145
43 C 4.3859 1.1514 1.3272
44 C 3.4367 0.4245 2.0238
45 C 3.7201 -0.0062 3.4421
46 N -0.5932 -0.6996 0.7735
47 C -1.9778 -1.1611 0.5930
48 C -1.9769 -2.3715 -0.2992
49 C -2.9643 -2.8126 -1.0746
50 C -4.1793 -2.1118 -1.4708
51 C -4.3380 -0.7956 -1.5922
52 C -3.3605 0.3000 -1.1877
53 C -4.2168 1.5773 -1.1034
54 H -3.0075 -2.9475 5.7442
55 H -3.1261 -2.2393 4.1372
56 H -2.1336 -1.4566 5.3855
57 H -1.6769 -4.8512 5.8722
58 H 0.2775 -6.1993 5.1936
59 H 1.7707 -5.3657 3.3999
60 H 1.3407 -3.1798 2.3506
61 H -1.5329 -1.1149 3.2038
62 H 1.6073 -0.8517 3.0662
63 H 2.7949 1.5350 -1.6172
64 H 4.9089 2.1015 -0.5266
65 H 5.3183 1.4104 1.8149
66 H 4.6516 0.4422 3.7812
67 H 3.8309 -1.0924 3.5165
68 H 2.9368 0.3128 4.1362
69 H -1.1150 -3.0133 -0.1431
70 H -2.8540 -3.7980 -1.5170
71 H -4.9952 -2.7511 -1.7926
72 H -5.2836 -0.4405 -1.9902
73 H -4.5306 1.9090 -2.0938
74 H -3.7020 2.3955 -0.6017
75 H -5.1128 1.3526 -0.5240
76 S 4.6857 -0.5012 -4.6202
77 C 3.9046 0.8364 -5.3608
78 C 2.7122 1.0662 -4.7538
79 N 2.4059 0.2163 -3.7248
80 C 3.3431 -0.6526 -3.5428
81 H 4.3650 1.3656 -6.1781
82 H 2.0181 1.8523 -5.0145
83 H 3.3276 -1.4210 -2.7823
84 F 1.4291 -2.1209 -1.0723
85 B 0.6246 -1.2106 -1.6899
86 F 0.2499 -1.6860 -2.8971

Values from the calculation:
expectation value of S²	0.771
charge	0
total energy	-3750.5499	Ha
LUMO (spin up / spin down)	0.30 / 0.31	eV
E_HOMO (spin up / spin down)	-0.2763 / -0.2548	Ha
HOMO-LUMO gap (spin up / spin down)	7.819 / 7.248	eV
spin multiplicity	2


3.
The following is a DFT calculation (ωB97M-V with the def2-TZVPD basis set) of a molecular structure, C30H22FN5O3RuS.

Geometry (Å):
1 Ru -0.2286 0.2045 0.8305
2 O 3.5923 -0.0953 -0.7954
3 C 2.5840 0.1875 -0.1277
4 N 1.2179 0.0091 -0.7172
5 C 0.9576 1.1258 -1.6521
6 C 1.9157 1.5328 -2.5672
7 C 1.6496 2.5753 -3.4446
8 C 0.4151 3.2035 -3.4054
9 C -0.5511 2.8108 -2.4917
10 C -0.2960 1.7678 -1.5950
11 N -1.1073 1.3713 -0.5451
12 C -2.3063 1.8747 -0.2495
13 O -3.0404 2.6005 -0.9315
14 C -2.7709 1.4478 1.1250
15 C -4.0364 1.7988 1.5665
16 C -4.4300 1.4572 2.8487
17 C -3.5339 0.7791 3.6620
18 C -2.2875 0.4595 3.1569
19 N -1.9110 0.7736 1.9124
20 C 2.5968 0.7743 1.1617
21 C 3.8295 1.1374 1.7784
22 C 3.8338 1.7105 3.0131
23 C 2.6096 1.9381 3.6900
24 C 1.4469 1.5659 3.0517
25 N 1.4112 0.9987 1.8439
26 H 2.8723 1.0297 -2.5752
27 H 2.4069 2.8881 -4.1526
28 H 0.1976 4.0194 -4.0851
29 H -1.5129 3.2979 -2.4463
30 H -4.6696 2.3424 0.8788
31 H -5.4153 1.7195 3.2130
32 H -3.7924 0.4895 4.6717
33 H -1.5575 -0.0913 3.7383
34 H 4.7363 0.9448 1.2220
35 H 4.7703 1.9946 3.4794
36 H 2.5714 2.3805 4.6751
37 H 0.4807 1.7106 3.5236
38 O -1.6448 -1.1992 0.0347
39 N -2.2651 -1.8303 1.0207
40 C -3.6087 -1.9074 0.9666
41 C -4.3261 -2.5530 1.9365
42 C -3.6258 -3.1315 2.9999
43 C -2.2584 -3.0330 3.0438
44 C -1.5276 -2.3568 2.0424
45 S 0.1660 -2.1492 2.0561
46 H -4.0354 -1.4181 0.1037
47 H -5.4030 -2.5941 1.8645
48 H -4.1572 -3.6477 3.7897
49 H -1.6858 -3.4584 3.8554
50 F 4.0049 -2.6717 -5.9469
51 C 3.2848 -2.3387 -4.8435
52 C 3.7568 -2.7199 -3.6030
53 C 3.0195 -2.3742 -2.4819
54 C 1.8291 -1.6617 -2.5935
55 C 0.9957 -1.3151 -1.3813
56 C 1.3825 -1.3132 -3.8635
57 C 2.1085 -1.6417 -5.0029
58 H 4.6870 -3.2669 -3.5265
59 H 3.3831 -2.6426 -1.4991
60 H 1.1011 -2.0663 -0.6011
61 H -0.0536 -1.3115 -1.6728
62 H 0.4528 -0.7651 -3.9652
63 H 1.7716 -1.3673 -5.9937

Values from the calculation:
expectation value of S²	0.771
charge	-1
total energy	-2248.9545	Ha
LUMO (spin up / spin down)	2.53 / 2.53	eV
E_HOMO (spin up / spin down)	-0.0933 / -0.1353	Ha
HOMO-LUMO gap (spin up / spin down)	5.067 / 6.208	eV
spin multiplicity	2


4.
The following is a DFT calculation (ωB97M-V with the def2-TZVPD basis set) of 2 unconnected molecules or ions with the total composition C4H12.

Geometry (Å):
1 C -1.4455 0.4988 0.8183
2 C -0.8881 0.9521 2.1104
3 H -2.3293 1.0583 0.4490
4 H -0.8052 0.7248 -0.0857
5 H -1.7123 -0.5524 0.8621
6 H -0.5812 2.0026 2.0590
7 H -0.1236 0.2320 2.4119
8 H -1.5748 1.0406 2.9644
9 C 0.6234 -0.8462 -1.9333
10 C 1.7602 -0.5875 -1.0111
11 H 0.9757 -0.7288 -2.9560
12 H 0.0846 -1.7824 -1.6946
13 H -0.2767 -0.1773 -1.7443
14 H 1.4842 -0.2063 -0.0268
15 H 2.5721 -0.0740 -1.5209
16 H 2.2367 -1.5544 -0.7026

Values from the calculation:
expectation value of S²	0.754
charge	+1
total energy	-159.1520	Ha
LUMO (spin up / spin down)	-2.89 / -11.21	eV
E_HOMO (spin up / spin down)	-0.6112 / -0.5612	Ha
HOMO-LUMO gap (spin up / spin down)	13.742 / 4.064	eV
spin multiplicity	2


5.
The following is a DFT calculation (ωB97M-V with the def2-TZVPD basis set) of a single C3H4INO2 molecule.

Geometry (Å):
1 C 1.3648 0.0894 -0.3929
2 C -1.0054 0.6106 -0.8840
3 C 0.1381 0.4392 0.0785
4 N -0.0861 -1.4750 1.1304
5 O 2.0904 -0.0280 -1.2979
6 O -0.8665 -1.4305 1.9878
7 I 2.2297 -1.0360 1.7010
8 H -1.5943 -0.3085 -0.9282
9 H -0.6560 0.8277 -1.8906
10 H -1.6594 1.4142 -0.5514
11 H 0.0445 0.8968 1.0473

Values from the calculation:
charge	0
total energy	-619.4979	Ha
LUMO (spin up / spin down)	-1.12 / -1.12	eV
E_HOMO (spin up / spin down)	-0.3221 / -0.3221	Ha
HOMO-LUMO gap (spin up / spin down)	7.644 / 7.641	eV
spin multiplicity	1


| no. | strongest force on any atom (eV/Å) |
| --- | --- |
| 1 | 1.051 |
| 2 | 1.540 |
| 3 | 2.216 |
| 4 | 1.312 |
| 5 | 2.729 |